# C6H8ClO3

A 2-piece molecular cluster, C6H8ClO3 overall (ωB97M-V with the def2-TZVPD basis set, the Open Molecules 2025 dataset).

```
! wB97M-V def2-TZVPD RIJCOSX def2/J DEFGRID3
* xyz -1 1
Cl -2.43 -1.65 -2.10
O 0.08 -0.81 -2.36
O -1.69 2.46 -2.24
O 0.31 1.61 -1.95
C -0.72 2.57 1.05
C 0.87 -1.71 0.56
C -0.82 2.12 -1.49
C -0.64 -1.19 -1.48
C -0.46 -1.64 -0.19
C -0.92 1.78 0.02
H 1.10 -2.40 1.34
H -0.99 2.40 2.19
H 1.18 -0.87 1.12
H -0.94 0.72 0.04
H 1.70 -1.85 -0.15
H -1.25 -2.21 0.08
H 0.17 1.46 -2.90
H -0.41 3.59 1.12
*
```

Summary:
E_HOMO in hartree: -0.1169
E in a.u.: -919.315421
E_LUMO in eV: 3.5
Relative energy (zero: lowest compared OMol25 entry of this formula, charge and spin) in kcal per mole: 0.00

# C24H43ClP2Y

C24H43ClP2Y as an isolated structure (ωB97M-V with the def2-TZVPD basis set, the Open Molecules 2025 dataset).

```
! wB97M-V def2-TZVPD RIJCOSX def2/J DEFGRID3
* xyz 1 1
Y 0.20 -1.75 1.12
Cl -1.92 -3.14 -0.05
P -2.55 2.63 -0.18
P -0.68 0.96 1.69
C 1.75 -3.25 -0.27
C -2.38 1.59 1.33
C 2.25 -3.17 1.07
C -0.10 2.41 2.63
C -0.65 0.24 -0.93
C -1.50 -3.27 1.69
C -1.75 0.41 -2.05
C -0.21 3.08 -2.21
C 0.82 2.01 -2.72
C 3.26 -1.28 2.56
C 2.61 -1.12 0.04
C -0.76 2.81 -0.78
C 2.72 -1.82 1.28
C -0.16 1.53 -0.24
C -4.24 2.17 -0.71
C -0.97 -0.22 3.17
C 3.20 0.21 -0.24
C 2.26 -4.27 2.07
C 0.18 0.86 -3.42
C 1.98 -1.99 -0.92
C 1.28 -4.48 -0.97
C -1.17 0.66 -3.41
C 1.85 -1.77 -2.38
C -2.80 4.43 0.08
H 4.22 0.28 0.17
H -2.43 4.98 -0.80
H 0.94 1.60 -0.11
H 2.76 -2.03 -2.94
H -2.44 1.23 -1.78
H -1.78 0.21 3.77
H -2.80 2.19 2.16
H 1.02 -2.35 -2.80
H 0.44 -4.26 -1.64
H -1.09 -4.28 1.87
H -2.26 4.79 0.97
H -4.58 1.33 -0.10
H 0.96 -5.24 -0.25
H 1.48 2.52 -3.43
H -3.87 4.66 0.19
H 2.09 -4.92 -1.59
H -4.32 1.91 -1.76
H 2.52 -1.30 3.38
H -0.96 2.92 3.08
H 2.62 1.02 0.23
H 1.50 1.68 -1.93
H 0.22 -0.28 -1.37
H -0.40 3.65 -0.17
H 0.32 4.05 -2.17
H 0.57 2.08 3.44
H 0.82 0.37 -4.18
H 2.71 -5.17 1.62
H 0.44 3.11 1.98
H -3.01 0.70 1.18
H -0.06 -0.28 3.79
H -1.30 -1.26 2.93
H 3.59 -0.24 2.43
H -1.16 -0.50 -0.25
H 4.12 -1.88 2.90
H 2.86 -4.00 2.95
H -4.90 3.02 -0.51
H 1.25 -4.55 2.42
H -1.81 0.46 -4.29
H -1.00 3.21 -2.96
H 3.28 0.41 -1.31
H -2.36 -0.51 -2.04
H 1.65 -0.71 -2.61
H -2.40 -3.05 2.29
*
```

Summary:
E_HOMO in hartree: -0.3132
E in a.u.: -2121.090148
E_LUMO in eV: -2.5
Relative energy (zero: lowest compared OMol25 entry of this formula, charge and spin) in kcal per mole: 123.07

> The highest E_LUMO belongs to which entry?

C6H8ClO3